{
  "formula": "C5H4BBrClNO2",
  "method": "ωB97M-V/def2-TZVPD",
  "gap_ev": 7.767,
  "smiles": "OB(O)/C(Br)=C1/C=CN=C1Cl",
  "total_charge": 0,
  "homo_energy_ev": -8.724,
  "species": ["B", "C", "C", "C", "C", "C", "N", "O", "O", "Cl", "Br", "H", "H", "H", "H"],
  "positions_angstrom": [[-0.19656, 0.46305, -1.97361], [-0.34609, 0.40527, 1.97143], [0.23065, -0.42696, 2.89580], [-0.41015, 0.82834, -0.46795], [0.04865, 0.08831, 0.60354], [0.94214, -1.32247, 1.01274], [1.06645, -1.37411, 2.27013], [0.82325, -0.37039, -2.32535], [-1.15242, 0.93334, -2.85320], [1.53427, -2.36901, -0.18513], [-1.64705, 2.29318, -0.17753], [-1.07457, 1.20198, 2.28938], [0.19668, -0.60245, 3.91428], [1.30449, -0.29119, -3.19766], [-1.31975, 0.54310, -3.77686]]
}